Molecular formula: C10H16O3P
Method: DFT, wB97M-V/def2-TZVPD

- gap between HOMO and LUMO (Eh) = 0.243
- LUMO (Eh) = 0.1180
- highest occupied orbital energy (eV) = -3.412
- charge = -1

Last column: Löwdin charge in e.
CARTESIAN COORDINATES (ANGSTROEM)
C 2.54718 -0.79808 -0.28527  -0.18
C 2.13484 -1.56912 0.96856  -0.42
C 2.67870 0.68671 0.38260  -0.22
C 2.80698 -0.98093 2.22299  -0.28
C 3.06524 0.41080 1.83944  -0.29
C -3.49215 0.25853 -0.45301  -0.17
C -2.76926 1.67413 -0.48836  -0.16
C -3.16256 -0.34413 -1.79409  -0.13
C -1.51135 1.40348 -1.31577  -0.09
C -2.14320 0.61476 -2.42593  -0.38
O -0.03234 -2.54521 -0.19276  -0.42
O 0.11836 -2.86447 2.34929  -0.38
O -2.08800 0.84902 -3.62613  0.06
P 0.64864 -2.30163 1.11397  0.44
H 3.62122 -0.98729 -0.45274  0.09
H 3.43517 1.36507 -0.09705  0.09
H 1.71030 1.17654 0.36063  0.07
H 2.28715 -1.01167 3.25831  0.12
H 3.78919 -1.53812 2.54853  0.11
H 4.22172 0.66767 1.75099  0.12
H 2.69818 1.23830 2.46308  0.09
H -3.04191 -0.44069 0.31353  0.13
H -4.53698 0.35968 -0.38021  0.08
H -3.48798 2.36625 -1.00214  0.12
H -2.67560 2.20482 0.38743  0.07
H -2.61800 -1.27924 -1.65441  0.12
H -4.07424 -0.63165 -2.19822  0.09
H -0.97588 2.20304 -1.69624  0.10
H -1.01965 0.57224 -0.75071  0.14
H 1.86625 -0.75878 -1.14631  0.09

Molecular formula: C10H17Cl2FIrO2
Method: DFT, wB97M-V/def2-TZVPD

- multiplicity = 6
- gap between HOMO and LUMO (spin up / spin down) (Eh) = 0.116 / 0.183
- LUMO (spin up / spin down) (Eh) = 0.2050 / 0.1865
- highest occupied orbital energy (spin up / spin down) (eV) = 2.419 / 0.092
- expectation value of S² = 8.78
- charge = -2

Last column: Mulliken spin population.
CARTESIAN COORDINATES (ANGSTROEM)
C -0.75279 0.80293 -2.10177  0.26
C -1.55086 -0.31718 -2.03163  0.15
C -0.73325 -1.46507 -1.71114  0.13
C -2.99637 -0.37579 -2.34303  -0.01
C 0.58591 -1.06756 -1.61500  0.27
C 0.66603 0.43309 -1.74596  -0.04
C 1.73554 1.02464 -2.59448  0.02
C -1.17084 2.11917 -2.60353  -0.03
C -1.25394 -2.84530 -1.58012  -0.01
C 1.74677 -1.95948 -1.49762  -0.05
Ir 0.85475 1.06650 0.28686  2.99
Cl -1.45202 1.77325 0.80828  0.23
Cl 1.37307 1.79917 2.43086  0.21
O 2.65692 0.34768 0.19883  0.25
H -3.48925 0.56072 -2.05958  0.01
H -3.47281 -1.20299 -1.80656  0.00
H -3.16710 -0.53553 -3.41853  0.02
H -2.16924 -2.85581 -0.97469  0.01
H -0.51328 -3.49122 -1.09803  0.00
H -1.49918 -3.28018 -2.55975  0.01
H 1.50537 -2.82322 -0.86472  0.01
H 2.56969 -1.40695 -1.02375  0.02
H 2.07051 -2.34002 -2.47970  0.02
H 2.62775 0.39833 -2.59607  0.01
H 1.98941 2.00757 -2.18944  -0.01
H 1.37331 1.14425 -3.62074  0.01
H -2.14125 2.40620 -2.17818  0.01
H -1.27476 2.10998 -3.70127  0.01
H -0.43948 2.88520 -2.32681  0.01
H 2.92028 0.10901 1.10742  0.02
O 1.27568 2.74192 -0.34811  0.26
H 1.97314 3.13976 0.21177  0.03
F 0.28949 -0.58397 1.13389  0.17

Molecular formula: C10H17Cl2N2O4Pd
Method: DFT, wB97M-V/def2-TZVPD

- multiplicity = 4
- gap between HOMO and LUMO (spin up / spin down) (Eh) = 0.279 / 0.216
- LUMO (spin up / spin down) (Eh) = -0.0325 / -0.0931
- highest occupied orbital energy (spin up / spin down) (eV) = -8.484 / -8.421
- expectation value of S² = 3.76
- charge = 0

Last column: Mulliken spin population.
CARTESIAN COORDINATES (ANGSTROEM)
Pd 0.65502 2.48014 -2.97188  1.64
C -0.39552 -3.40654 3.71491  0.00
C -1.73884 -3.35311 2.95697  0.00
N -1.49881 -2.48455 1.76396  0.00
C -1.20227 -2.92850 0.48513  0.00
C -0.84203 -1.84856 -0.28663  0.00
N -1.20075 -0.75190 0.44390  0.00
C -1.65376 -1.12274 1.68480  0.00
C -1.14489 0.61583 -0.02480  0.01
H -0.48591 -4.07995 4.56722  0.00
H -0.13132 -2.39235 4.01446  0.00
H 0.31804 -3.72109 2.95334  0.00
H -2.62598 -2.94053 3.43744  0.00
H -1.95095 -4.39001 2.69631  0.00
H -1.12956 -3.97893 0.24490  0.00
H -0.55701 -1.62307 -1.30365  0.00
H -2.05063 -0.50692 2.47832  0.00
H -1.01364 1.26049 0.84428  0.00
H -2.16649 0.84331 -0.32924  0.00
H -0.43654 0.78490 -0.83583  0.00
C 0.14016 4.62528 0.58320  0.01
C 0.35017 3.96740 -0.77933  -0.02
O -0.58560 3.39077 -1.28149  0.14
O 1.47958 3.79835 -1.30605  0.15
H -0.22762 3.79065 1.18004  0.00
H -0.49612 5.50048 0.71461  0.00
H 1.11220 4.69623 1.07126  0.00
C 3.30488 -0.81020 -2.44626  0.01
C 2.15592 0.25558 -2.81739  -0.01
O 1.92708 0.72505 -4.01123  0.12
O 1.60682 0.82485 -1.87585  0.14
H 4.29068 -0.54023 -2.82498  0.00
H 3.07430 -1.80583 -2.82526  0.00
H 3.51958 -0.78832 -1.37783  0.00
Cl -1.53795 1.53259 -3.92051  0.29
Cl 1.13782 4.38149 -4.61672  0.51

Molecular formula: C10H17Cl2NPd
Method: DFT, wB97M-V/def2-TZVPD

- multiplicity = 5
- gap between HOMO and LUMO (spin up / spin down) (Eh) = 0.183 / 0.253
- LUMO (spin up / spin down) (Eh) = 0.0102 / -0.0949
- highest occupied orbital energy (spin up / spin down) (eV) = -4.695 / -9.467
- expectation value of S² = 6.01
- charge = 0
- energy above the lowest of the compared OMol25 structures with the same formula, charge and spin (kcal per mole) = 31.50

Last column: Mulliken spin population.
CARTESIAN COORDINATES (ANGSTROEM)
Pd 0.75674 0.28442 -0.30353  1.59
Cl -1.54260 -1.79653 -0.65038  0.10
Cl 1.31785 2.63379 0.25689  0.31
C 2.49162 -0.27288 -1.56575  0.80
H 3.14650 0.30699 -0.89749  -0.03
H 2.80842 -1.25822 -1.92058  0.02
C -1.21836 -0.03337 -0.70891  0.47
C 1.39856 0.28364 -2.28423  0.61
H -1.59633 0.37959 0.24893  -0.02
C 0.86154 -0.59199 -3.41926  0.06
H 1.23060 1.36200 -2.39415  -0.03
C -0.43423 -0.16206 -4.12144  0.04
H 1.64562 -0.60089 -4.19589  0.02
H 0.77372 -1.63294 -3.07768  0.00
C -1.68370 -0.25420 -3.25696  0.00
H -0.28177 0.85239 -4.50148  -0.01
H -0.56027 -0.81474 -5.00336  0.00
C -1.63265 0.66500 -1.99621  -0.01
H -2.54816 0.04237 -3.86680  0.00
H -1.81343 -1.31332 -2.99727  0.00
H -0.86730 1.45336 -2.11616  0.00
H -2.64111 1.07414 -1.85804  0.05
C -0.56102 -0.39275 5.35992  0.00
C 0.49868 0.24936 4.45124  0.01
C 0.41946 0.02874 2.97968  0.02
N 0.55157 -0.01501 1.82407  0.02
H -1.56004 0.00697 5.16776  0.00
H -0.30272 -0.20756 6.41534  0.00
H -0.58408 -1.47120 5.19659  0.00
H 0.47013 1.33016 4.64560  0.00
H 1.45636 -0.13527 4.82135  0.00

Molecular formula: C10H17ClErINOP
Method: DFT, wB97M-V/def2-TZVPD

- multiplicity = 4
- gap between HOMO and LUMO (spin up / spin down) (Eh) = 0.279 / 0.285
- LUMO (spin up / spin down) (Eh) = -0.3032 / -0.2980
- highest occupied orbital energy (spin up / spin down) (eV) = -15.852 / -15.861
- expectation value of S² = 3.75
- charge = +2

Last column: Mulliken spin population.
CARTESIAN COORDINATES (ANGSTROEM)
C 1.29490 -1.24820 -0.24988  0.00
I 1.29793 1.78919 0.09606  0.00
H 0.21494 -0.89301 -0.50826  0.00
H 1.22649 -1.84880 0.66224  0.00
H 1.62912 -1.82510 -1.12099  0.00
Er -1.47392 0.20776 0.67835  3.04
P -0.47912 0.33059 -2.43560  -0.01
C 1.13604 0.73897 -3.20245  0.00
C -0.88343 -1.05000 -3.56430  0.00
H -2.50295 1.61966 -2.64345  0.00
H -1.58670 1.60819 -4.19281  0.00
H -1.06085 2.66196 -2.82956  0.00
C -1.50140 1.68870 -3.09576  0.00
H -1.79688 -1.54675 -3.22450  0.00
H -1.02244 -0.69185 -4.59404  0.00
H 1.03328 0.81683 -4.29672  0.00
H 1.86750 -0.05086 -2.97609  0.00
H -0.06987 -1.78938 -3.56289  0.00
H 1.51480 1.68582 -2.81087  0.00
C 2.30334 -0.19734 -0.01948  0.00
O 3.47322 -0.25371 0.15509  0.00
Cl -3.54938 -0.88207 0.10135  -0.01
C 0.23357 -0.84972 5.24365  0.00
C 0.93621 0.16470 4.58967  0.00
C 0.66955 0.44466 3.27044  0.00
N -0.33012 -0.18551 2.57454  0.00
C -0.97368 -1.24414 3.17645  0.00
C -0.70395 -1.57044 4.50410  0.00
H 0.43169 -1.06642 6.28934  0.00
H 1.69631 0.75641 5.09016  0.00
H 1.23376 1.17595 2.69002  0.00
H -1.67864 -1.82502 2.55169  0.00
H -1.25363 -2.38957 4.97011  0.00

Molecular formula: C10H17F2NO8P
Method: DFT, wB97M-V/def2-TZVPD

- gap between HOMO and LUMO (Eh) = 0.349
- LUMO (Eh) = -0.1347
- highest occupied orbital energy (eV) = -13.174
- charge = +1

Last column: Löwdin charge in e.
CARTESIAN COORDINATES (ANGSTROEM)
O -3.04842 0.87425 2.21588  -0.38
P -1.68167 0.88663 1.67289  0.76
C -1.56647 1.21734 -0.15456  -0.40
C -1.13537 2.62399 -0.53096  -0.09
N 0.28020 2.86934 -0.06770  0.07
C 1.17918 1.66296 -0.29278  -0.06
C 0.51630 0.66888 -1.22364  -0.17
O -0.76024 0.23500 -0.78323  -0.12
H -0.93195 -0.29149 1.80678  0.03
H -0.84075 1.88119 2.24561  0.02
H -2.59753 1.09362 -0.49903  0.15
H -1.78236 3.37841 -0.08729  0.15
H -1.14549 2.75134 -1.61132  0.15
H 0.25964 3.08751 0.92940  0.15
H 0.66239 3.69089 -0.53697  0.19
H 1.41558 1.23701 0.68136  0.14
H 2.10868 2.00607 -0.74379  0.14
H 1.15361 -0.21227 -1.26054  0.15
H 0.46288 1.07239 -2.23877  0.12
C 3.31535 -1.04414 -4.89042  -0.03
C 2.41763 0.18088 -4.83706  -0.30
O 2.79012 0.77354 -3.60703  0.09
C 4.06075 0.36514 -3.28750  -0.55
O 4.69382 0.84366 -2.40925  0.18
O 4.43801 -0.63098 -4.10286  0.09
F 1.09919 -0.13296 -4.77889  0.07
H 2.82490 -1.88872 -4.40381  0.15
H 3.64270 -1.31963 -5.88714  0.15
H 2.57090 0.90051 -5.64193  0.18
C -3.02512 -2.17332 4.04784  -0.07
C -1.63450 -2.77036 3.93074  -0.32
O -1.53658 -3.56585 5.07673  0.13
C -2.80510 -3.91198 5.47732  -0.53
O -3.05249 -4.73483 6.28335  0.21
O -3.71259 -3.17761 4.78716  0.08
F -0.65826 -1.81205 3.95621  0.04
H -2.99387 -1.24758 4.62548  0.14
H -3.51433 -1.99835 3.09417  0.13
H -1.46875 -3.38845 3.04558  0.17

Molecular formula: C10H17N2O2
Method: DFT, wB97M-V/def2-TZVPD

- SMILES = C/C=[NH+]/C=[NH+]\C(=C(\[O-])OCC)C1CC1
- gap between HOMO and LUMO (spin up / spin down) (Eh) = 0.253 / 0.257
- LUMO (spin up / spin down) (Eh) = -0.1677 / -0.1670
- highest occupied orbital energy (spin up / spin down) (eV) = -11.458 / -11.540
- charge = +1
- energy above the lowest of the compared OMol25 structures with the same formula, charge and spin (kcal per mole) = 113.04

Last column: Löwdin charge in e.
CARTESIAN COORDINATES (ANGSTROEM)
C 0.20875 1.95578 1.04209  -0.10
C -0.30367 -1.56522 0.19605  -0.42
C -2.63835 0.28591 -1.39964  0.02
C -1.83120 1.51989 -1.21690  -0.14
C -1.04490 0.33454 -1.23245  -0.23
C 1.14186 1.87825 -1.14811  -0.16
C -0.41666 -0.08179 0.03423  -0.13
C 1.77945 2.61277 -2.18922  -0.03
C 1.31352 -3.46669 2.84294  -0.04
C 0.40551 -3.33991 1.62897  -0.18
N -0.19850 0.69047 1.08612  0.13
N 0.77149 2.48494 -0.06184  0.10
O -0.68525 -2.30123 -0.69753  0.14
O 0.05442 -1.94666 1.42811  0.00
H -0.13894 2.48242 1.96566  0.17
H -3.21303 -0.07531 -0.58100  0.10
H -3.05440 -0.18997 -2.28515  0.12
H -1.84484 2.19207 -2.06484  0.13
H -1.99837 1.95246 -0.34899  0.06
H -0.69799 -0.03223 -2.15348  0.14
H 1.12457 0.82277 -1.19603  0.12
H 1.02123 2.85257 -2.96828  0.11
H 2.36541 1.82915 -2.79175  0.14
H 2.29097 3.52083 -1.85903  0.10
H 1.87147 -2.61198 2.95788  0.05
H 0.70434 -3.49271 3.70933  0.07
H 1.82686 -4.36193 2.69783  0.07
H -0.48744 -3.81920 1.88274  0.11
H 0.97384 -3.88835 0.80164  0.16
H -0.33387 0.21893 1.95926  0.17
H 1.03375 3.53942 -0.03862  0.23

Molecular formula: C10H17N2O2P
Method: DFT, wB97M-V/def2-TZVPD

- multiplicity = 3
- gap between HOMO and LUMO (spin up / spin down) (Eh) = 0.231 / 0.267
- LUMO (spin up / spin down) (Eh) = 0.0187 / -0.0532
- highest occupied orbital energy (spin up / spin down) (eV) = -5.763 / -8.714
- expectation value of S² = 2.01
- charge = 0

Last column: Mulliken spin population.
CARTESIAN COORDINATES (ANGSTROEM)
C 0.61082 -1.96053 0.34651  0.02
C 0.28004 0.38316 2.12331  0.56
C 0.51947 -1.91655 1.73065  0.08
C 0.43476 -1.40835 -2.01021  0.02
C -0.50043 0.13374 -0.27796  0.79
C 0.58698 -0.81187 -0.55472  0.02
C 0.71428 -3.08260 2.63096  -0.01
C 1.99353 -0.12007 -0.47792  0.03
C -0.98825 2.61284 -1.75945  0.06
C -2.14780 2.40386 0.81189  0.01
N 0.46987 -0.74144 2.39756  0.39
N -0.36972 -0.70056 -2.76900  0.02
O 1.01308 -2.43436 -2.20051  0.02
O 0.59723 2.51697 0.42350  0.01
P -0.62433 1.85119 -0.04997  0.02
H 0.59351 -2.95646 -0.10275  0.01
H 0.35913 1.38079 2.40598  0.01
H -1.40390 -0.36958 -0.47214  -0.05
H 0.86659 -4.14299 2.15875  0.00
H 0.00786 -3.01802 3.41694  0.00
H 1.79081 -2.89219 3.04990  0.00
H 2.36301 -0.04633 0.61632  0.00
H 1.95298 0.87166 -0.82020  -0.01
H 2.74989 -0.68276 -0.93393  0.00
H -2.06215 2.33363 -2.06377  0.00
H -0.95884 3.72591 -1.86238  0.01
H -0.30415 2.17980 -2.55656  0.00
H -2.13272 2.40545 1.92043  0.00
H -2.07095 3.38916 0.45785  0.00
H -2.97318 1.81098 0.52255  0.00
H -1.02573 0.07612 -2.38883  0.00
H -0.34169 -0.79060 -3.71281  0.00